{"formula": "C36H84N6O15", "method": "ωB97M-V with the def2-TZVPD basis set", "elements": ["H", "C", "N", "C", "H", "H", "C", "O", "H", "O", "H", "H", "H", "H", "O", "H", "H", "H", "H", "H", "H", "H", "C", "C", "C", "H", "C", "H", "H", "H", "O", "H", "C", "H", "C", "H", "C", "C", "H", "H", "H", "H", "C", "C", "O", "C", "H", "H", "H", "H", "H", "H", "C", "O", "O", "H", "O", "H", "H", "H", "H", "H", "C", "H", "C", "H", "H", "H", "C", "H", "C", "H", "H", "H", "H", "H", "O", "H", "H", "C", "C", "H", "H", "O", "O", "C", "H", "H", "H", "C", "H", "H", "O", "H", "H", "N", "C", "H", "H", "H", "H", "H", "H", "C", "H", "H", "C", "C", "H", "H", "H", "O", "C", "C", "H", "C", "C", "N", "H", "N", "O", "H", "H", "C", "H", "H", "H", "C", "H", "C", "N", "H", "H", "H", "C", "H", "C", "H", "H", "N", "O"], "xyz": [[3.89, -1.25, 4.90], [-4.03, -3.60, -2.66], [-4.61, -5.66, -4.07], [-0.69, -1.04, -1.94], [-6.97, -0.87, 0.98], [-0.89, 1.75, -0.84], [7.89, 0.58, -1.34], [5.79, 0.93, -2.31], [-0.13, 7.22, -1.41], [3.86, 0.60, 3.91], [-3.20, -2.95, -2.39], [-2.17, 3.47, 3.17], [5.01, -3.91, 1.78], [0.89, -0.44, 4.70], [-1.37, 1.58, 2.49], [2.07, 3.92, 3.69], [-3.04, 2.64, 1.87], [-5.82, -4.26, 3.79], [4.53, -2.26, 2.29], [-2.31, 1.34, 4.30], [-4.70, -0.86, 2.91], [1.54, 1.18, -0.70], [-2.20, -4.96, -3.85], [1.71, -2.55, 1.65], [-0.06, -0.04, 0.04], [-3.74, -3.83, -4.78], [4.18, -3.28, 2.13], [-0.59, 7.46, -3.11], [-4.86, -2.46, 0.35], [7.57, 0.54, -3.37], [0.22, -1.02, -0.92], [5.07, 3.51, 1.97], [-5.90, -0.71, 1.13], [-1.60, -4.05, -3.73], [-4.01, -0.31, -3.99], [3.12, 4.48, -2.70], [5.67, 0.28, -1.07], [-2.06, 2.84, 2.29], [-0.14, -6.53, -4.23], [1.02, 1.65, 1.00], [0.97, -4.94, 2.54], [-4.89, -2.98, -2.90], [0.30, -4.11, 2.78], [-4.02, 1.70, -2.32], [-3.12, 2.74, -2.34], [0.61, 4.34, -1.79], [4.74, 2.38, 4.49], [-6.40, -0.79, 3.24], [2.47, 2.22, 2.33], [0.81, 4.26, -3.97], [3.39, 0.04, 5.90], [8.67, -0.11, -1.66], [-0.25, -5.78, -5.02], [-1.70, 3.55, -3.89], [4.60, -0.02, -0.58], [-4.24, -4.25, -1.81], [1.46, 3.35, -2.28], [-1.40, 6.47, -1.94], [-4.46, -6.25, -3.27], [3.35, 2.66, -2.42], [2.00, 0.29, 0.73], [5.02, 1.75, 1.77], [-2.58, 2.76, -3.53], [-4.53, -3.10, 4.23], [4.42, 2.66, 1.75], [-1.84, -0.81, 5.81], [4.44, -3.15, -0.22], [2.74, -4.48, 1.08], [-5.58, -3.20, 3.94], [-4.90, -0.82, -3.61], [-0.42, 6.72, -2.33], [0.76, 4.62, -0.74], [-0.47, -0.56, 0.91], [0.99, -2.46, 0.83], [-0.55, -1.95, 5.32], [-5.35, -1.27, -0.89], [-1.54, -0.04, -1.78], [3.50, -1.89, -0.23], [-2.15, -5.70, -3.05], [3.36, 2.65, 2.78], [-1.37, -1.32, 4.97], [8.38, 2.66, -3.40], [-0.40, 3.92, -1.74], [1.08, -2.94, 2.92], [-1.66, -5.43, -5.07], [-0.93, -0.32, 3.94], [-2.87, 0.29, 2.98], [-0.49, -3.93, 2.04], [-0.30, 5.32, -4.33], [-5.67, -1.21, 2.56], [0.10, -6.18, -5.97], [-3.18, -0.77, -3.46], [-0.60, -1.89, -2.82], [-4.00, -0.90, 0.05], [5.08, 0.05, 5.51], [2.88, 4.02, 3.10], [-3.69, -4.51, -3.93], [3.03, 2.11, 4.97], [-0.31, -4.45, 3.62], [-6.36, 1.24, 1.75], [-1.47, 3.38, 1.55], [-5.14, 1.51, -4.10], [-6.14, 1.10, 0.21], [-1.20, 0.72, -0.62], [1.63, 6.17, -2.51], [-4.17, -6.18, -4.82], [-4.19, 1.16, -3.69], [2.92, -3.41, 1.20], [6.68, 2.89, -3.68], [-3.89, -0.56, -5.05], [0.30, -4.93, -4.63], [-5.93, -2.62, 2.68], [7.17, 1.15, -2.56], [4.10, -0.20, 5.11], [-2.06, 0.84, 0.04], [3.77, 2.00, 4.17], [1.18, 0.85, 0.27], [3.48, -2.89, -0.09], [7.34, 3.34, -2.11], [0.67, 5.26, -4.05], [-3.10, 1.84, -4.29], [0.64, 0.85, 3.82], [3.15, 3.67, -1.09], [0.67, 5.67, -2.66], [8.37, 1.32, -0.70], [2.39, 4.40, 2.30], [3.95, -3.75, 3.08], [2.84, 3.58, -2.14], [-0.50, -0.89, 3.12], [7.40, 2.61, -2.92], [0.22, 0.31, 4.57], [-2.18, -1.95, 4.62], [3.98, 2.74, 0.75], [-6.32, -2.79, 4.63], [-4.97, -1.40, 0.12], [-3.69, 0.88, -1.67], [-2.00, 0.75, 3.44], [-4.98, 1.98, -1.90], [2.06, -1.52, 1.69], [-5.75, 0.77, 1.08], [6.87, -0.06, -0.67]], "lowdin_charge": [0.08, -0.05, 0.04, -0.50, 0.13, 0.12, -0.10, 0.07, 0.06, -0.23, 0.05, 0.09, 0.07, 0.06, -0.22, 0.06, 0.08, 0.09, 0.07, 0.12, 0.10, 0.09, -0.22, -0.15, -0.31, 0.13, -0.07, 0.08, 0.08, 0.15, 0.06, 0.09, -0.40, 0.10, 0.00, 0.09, -0.49, -0.07, 0.08, 0.07, 0.08, 0.05, -0.11, -0.15, 0.12, -0.20, 0.12, 0.12, 0.09, 0.05, 0.07, 0.14, -0.07, 0.12, 0.13, 0.07, -0.21, 0.07, 0.06, 0.09, 0.06, 0.08, -0.56, 0.08, -0.06, 0.08, 0.05, 0.12, -0.08, 0.07, -0.06, 0.11, 0.13, 0.10, 0.08, 0.06, 0.07, 0.03, 0.13, -0.42, -0.07, 0.09, 0.10, -0.20, -0.21, -0.42, 0.10, 0.09, 0.05, -0.20, 0.09, 0.06, 0.12, 0.06, 0.08, 0.03, -0.38, 0.11, 0.08, 0.07, 0.08, 0.16, 0.05, -0.08, 0.11, 0.06, -0.29, -0.36, 0.09, 0.10, 0.08, -0.21, -0.34, -0.08, 0.12, -0.17, 0.02, 0.03, 0.09, 0.04, 0.12, 0.05, 0.07, -0.41, 0.14, 0.06, 0.06, -0.08, 0.10, -0.02, 0.05, 0.06, 0.06, 0.09, -0.03, 0.10, -0.16, 0.14, 0.11, 0.03, 0.09], "lumo_energy_ev": 0.4065, "total_energy_ev": -78341.9422, "smiles": "C[C@H]1COC(=O)O1.C[C@H]1COC(=O)O1.C[C@H]1COC(=O)O1.COC[C@H](C)N.COC[C@H](C)N.COC[C@H](C)N.COC[C@H](C)N.COC[C@H](C)N.COC[C@H](C)N", "spin_multiplicity": 1}


{"formula": "C36H84O28P4S6", "method": "ωB97M-V with the def2-TZVPD basis set", "elements": ["O", "H", "H", "H", "H", "H", "H", "C", "O", "H", "C", "H", "C", "H", "C", "H", "H", "O", "O", "H", "H", "H", "H", "C", "H", "H", "P", "H", "H", "H", "H", "H", "H", "C", "C", "H", "H", "O", "H", "H", "O", "C", "H", "O", "C", "H", "C", "H", "C", "C", "C", "P", "H", "O", "H", "O", "H", "H", "C", "O", "O", "O", "H", "C", "H", "S", "H", "H", "C", "C", "C", "H", "O", "H", "H", "H", "O", "O", "C", "H", "C", "H", "S", "C", "O", "O", "H", "C", "C", "H", "C", "H", "O", "H", "H", "H", "H", "O", "O", "O", "H", "H", "C", "C", "C", "H", "S", "C", "C", "O", "C", "H", "H", "H", "O", "C", "H", "H", "H", "O", "H", "S", "O", "H", "H", "O", "S", "H", "H", "H", "P", "H", "H", "H", "O", "H", "H", "H", "H", "C", "S", "H", "H", "P", "H", "H", "H", "H", "C", "H", "O", "H", "H", "H", "C", "H", "C", "C"], "xyz": [[-28.78, 29.95, -22.02], [-32.05, 32.10, -24.08], [-37.19, 31.05, -28.33], [-30.74, 24.01, -30.63], [-40.85, 21.75, -25.91], [-34.04, 38.83, -27.84], [-38.85, 19.80, -26.21], [-39.71, 33.20, -28.23], [-28.29, 29.79, -24.51], [-29.96, 25.63, -33.85], [-24.89, 36.61, -24.49], [-30.76, 27.43, -22.29], [-24.32, 37.25, -23.17], [-23.02, 34.51, -10.90], [-38.23, 31.39, -28.35], [-26.62, 18.27, -27.47], [-28.03, 20.59, -26.86], [-38.70, 24.14, -27.20], [-27.16, 38.68, -22.79], [-31.76, 34.29, -30.88], [-23.38, 37.01, -22.68], [-40.43, 32.81, -27.51], [-20.03, 28.29, -21.55], [-28.71, 17.33, -27.46], [-30.90, 27.20, -24.09], [-38.94, 30.53, -30.41], [-32.65, 37.59, -30.77], [-16.32, 27.29, -17.97], [-30.20, 20.21, -25.83], [-22.61, 34.91, -16.02], [-36.06, 20.74, -15.54], [-36.76, 20.95, -25.14], [-19.32, 26.90, -16.25], [-38.91, 20.79, -25.76], [-31.70, 35.19, -30.27], [-29.39, 26.07, -30.84], [-31.79, 30.91, -22.83], [-22.93, 33.74, -14.25], [-23.33, 33.34, -16.14], [-35.02, 19.53, -14.85], [-33.67, 20.11, -19.01], [-34.40, 38.18, -32.61], [-34.57, 37.51, -28.88], [-30.56, 29.03, -23.43], [-29.56, 19.33, -25.85], [-20.50, 28.20, -16.00], [-38.26, 32.80, -27.99], [-30.91, 23.86, -32.36], [-30.35, 27.67, -23.28], [-37.72, 22.81, -25.13], [-37.55, 21.45, -25.71], [-18.68, 27.94, -18.94], [-19.03, 35.29, -12.95], [-40.08, 33.45, -30.89], [-24.22, 36.66, -25.35], [-31.55, 37.97, -31.69], [-39.25, 20.81, -24.72], [-39.96, 21.84, -27.48], [-29.60, 29.87, -20.79], [-41.39, 31.59, -29.55], [-35.04, 22.19, -18.74], [-31.03, 18.61, -28.20], [-20.77, 27.21, -17.39], [-35.32, 19.98, -15.79], [-30.53, 30.40, -20.98], [-34.55, 20.95, -18.27], [-33.30, 20.44, -16.23], [-31.31, 32.54, -22.46], [-35.83, 19.05, -16.84], [-16.83, 26.33, -18.10], [-22.12, 33.89, -10.84], [-24.17, 34.84, -15.49], [-30.03, 31.44, -23.55], [-25.00, 36.85, -22.41], [-35.97, 19.42, -19.13], [-23.80, 39.17, -23.81], [-20.68, 34.81, -14.25], [-19.24, 28.45, -17.50], [-36.03, 19.89, -18.15], [-38.87, 30.83, -27.66], [-19.56, 35.64, -13.84], [-37.19, 21.51, -26.74], [-39.16, 23.45, -25.99], [-28.15, 19.58, -26.49], [-17.83, 28.90, -19.68], [-32.50, 25.82, -34.08], [-27.09, 37.30, -25.06], [-32.06, 25.39, -31.49], [-34.29, 20.90, -16.36], [-28.45, 16.69, -26.62], [-38.75, 31.44, -29.84], [-32.02, 26.07, -30.63], [-20.14, 27.77, -19.70], [-32.98, 24.80, -31.46], [-35.12, 18.27, -17.10], [-36.81, 18.63, -16.61], [-34.33, 21.91, -15.95], [-18.17, 26.49, -18.51], [-32.37, 27.77, -32.49], [-34.16, 38.10, -31.25], [-35.29, 37.61, -32.85], [-29.32, 27.33, -23.32], [-33.72, 37.91, -28.33], [-31.38, 31.82, -23.27], [-26.06, 37.56, -24.85], [-25.37, 35.67, -24.23], [-30.36, 18.08, -26.97], [-23.27, 34.22, -15.50], [-29.59, 25.55, -31.78], [-32.85, 36.02, -30.51], [-30.13, 26.34, -33.04], [-36.90, 23.50, -25.34], [-27.87, 18.83, -28.59], [-16.90, 25.90, -17.10], [-21.50, 33.68, -12.05], [-24.53, 38.72, -23.14], [-29.65, 27.27, -33.34], [-38.22, 32.16, -30.47], [-31.76, 34.69, -29.31], [-22.62, 35.98, -12.89], [-37.52, 33.35, -28.57], [-31.97, 26.42, -32.89], [-31.02, 17.08, -26.11], [-30.72, 35.66, -30.36], [-33.35, 37.30, -27.50], [-26.38, 40.08, -24.65], [-26.16, 38.93, -23.76], [-33.57, 38.09, -33.31], [-19.95, 36.64, -13.65], [-27.55, 19.50, -25.58], [-22.00, 34.65, -13.32], [-34.69, 39.20, -32.85], [-39.97, 34.26, -28.19], [-37.86, 33.04, -27.00], [-32.55, 38.07, -29.22], [-18.81, 35.79, -14.61], [-25.86, 38.03, -25.82], [-28.61, 25.14, -32.03], [-36.97, 20.44, -18.16], [-20.49, 28.77, -20.69], [-40.23, 32.51, -29.80], [-29.51, 18.95, -24.84], [-37.96, 22.74, -24.07], [-29.31, 30.03, -23.45], [-19.94, 29.71, -20.53], [-29.70, 28.87, -20.38], [-21.37, 34.34, -10.19], [-16.18, 25.59, -18.56], [-19.98, 27.61, -16.76], [-22.42, 32.99, -10.29], [-39.96, 24.09, -24.97], [-24.59, 39.40, -22.29], [-21.55, 28.93, -20.85], [-29.06, 30.53, -20.11], [-27.69, 18.45, -27.59], [-28.79, 16.53, -28.19], [-30.74, 24.58, -31.56], [-39.87, 21.76, -26.40]], "lowdin_charge": [-0.20, 0.09, 0.12, 0.11, 0.10, 0.08, 0.12, -0.23, -0.24, 0.09, -0.14, 0.09, -0.23, 0.08, -0.21, 0.11, 0.10, -0.34, -0.29, 0.08, 0.12, 0.10, 0.09, -0.24, 0.10, 0.10, 0.47, 0.09, 0.09, 0.09, 0.12, 0.12, 0.09, -0.22, -0.10, 0.11, 0.07, -0.20, 0.10, 0.12, -0.31, -0.17, 0.08, -0.24, -0.21, 0.09, -0.26, 0.12, -0.13, -0.25, -0.26, 0.48, 0.09, -0.33, 0.11, -0.23, 0.12, 0.10, -0.02, -0.37, -0.33, -0.36, 0.09, -0.26, 0.08, 0.67, 0.09, 0.09, -0.21, -0.11, -0.17, 0.09, -0.21, 0.11, 0.09, 0.12, -0.23, -0.22, -0.23, 0.13, -0.08, 0.12, 0.71, -0.18, -0.23, -0.31, 0.11, -0.25, -0.19, 0.09, -0.19, 0.11, -0.25, 0.12, 0.12, 0.11, 0.10, -0.21, -0.34, -0.22, 0.09, 0.10, -0.07, -0.08, -0.26, 0.11, 0.75, -0.15, -0.19, -0.23, -0.19, 0.11, 0.10, 0.09, -0.22, -0.27, 0.10, 0.09, 0.08, -0.27, 0.12, 0.66, -0.37, 0.09, 0.09, -0.34, 0.63, 0.09, 0.08, 0.10, 0.53, 0.08, 0.10, 0.12, -0.23, 0.09, 0.10, 0.11, 0.10, -0.09, 0.72, 0.10, 0.11, 0.32, 0.08, 0.09, 0.09, 0.09, -0.17, 0.09, -0.35, 0.12, 0.09, 0.09, -0.18, 0.10, -0.23, -0.19], "lumo_energy_ev": 0.1109, "total_energy_ev": -198189.7760, "e_above_lowest_kj_mol": 576.68, "smiles": "COP(=O)(OC)OC.COP(=O)(OC)OC.COP(=O)(OC)OC.COP(=O)(OC)OC.O=S1(=O)CCCC1.O=S1(=O)CCCC1.O=S1(=O)CCCC1.O=S1(=O)CCCC1.O=S1(=O)CCCC1.O=S1(=O)CCCC1", "spin_multiplicity": 1}


Number 1 is which compound?
C36H84N6O15


Which formula does entry 2 have?
C36H84O28P4S6